[1]
Molecular formula: C3H2N2
Method: DFT, ωB97M-V with the def2-TZVPD basis set

Cartesian coordinates (Å):
C1 -1.071051 -0.006410 -0.026363
C2 0.353628 -0.193737 0.049780
C3 2.777087 0.665519 0.099862
N1 1.594714 0.356977 0.010043
N2 -0.278041 -1.273507 0.149421
H1 -1.733214 0.559425 0.711656
H2 -1.643121 -0.108264 -0.994396

Forces on the atoms, in the same order (eV/Å):
C -1.552 -0.014 -0.906
C 6.687 8.142 -0.315
C -2.408 -0.542 -0.229
N -0.512 -0.755 0.502
N -4.260 -6.075 0.435
H 1.551 -0.604 -0.491
H 0.495 -0.151 1.005

As for the HOMO-LUMO gap (alpha / beta): 7.53 / 7.40 eV. The charge is 0. Its energy above the lowest of the compared OMol25 structures with the same formula, charge and spin is 40.1 kcal/mol. Its multiplicity is 3.

Mulliken atomic charge list, values in e, 2 entries: number 1, C, carries -0.239; number 2, C, carries 0.342

[2]
Molecular formula: C3H2N2O
Method: DFT, ωB97M-V with the def2-TZVPD basis set

Cartesian coordinates (Å):
C1 -0.086379 -1.038433 0.068274
C2 0.124957 -2.294354 0.062392
C3 -0.860911 0.278604 -0.011303
N1 0.191141 1.204208 0.157012
N2 1.174830 0.542332 -0.008890
O1 2.347885 0.504663 0.060979
H1 -1.206576 0.579098 -0.979779
H2 -1.684945 0.223881 0.651314

Forces on the atoms, in the same order (eV/Å):
C -0.644 1.604 -1.009
C 0.294 -0.073 0.122
C 0.100 -2.396 -0.887
N 0.168 2.802 1.150
N 1.674 -2.899 0.737
O -0.228 0.829 -0.333
H -0.804 -0.706 -0.841
H -0.560 0.840 1.062

As for the HOMO-LUMO gap (alpha / beta): 8.24 / 7.55 eV. The charge is 0. Its energy above the lowest of the compared OMol25 structures with the same formula, charge and spin is 182.1 kcal/mol.

Mulliken atomic charge list, values in e, 2 entries: number 1, C, carries 0.192; number 2, C, carries -0.444

[3]
Molecular formula: C3H2N2O
Method: DFT, ωB97M-V with the def2-TZVPD basis set

Cartesian coordinates (Å):
N1 2.360466 -0.940013 -0.113204
C1 1.227261 -0.564353 -0.168879
C2 0.118779 0.100039 0.283240
O1 -0.250591 1.427673 -0.087057
C3 -1.129748 -0.859215 -0.039216
N2 -2.428022 -0.977586 -0.164882
H1 -0.064900 0.235641 1.424767
H2 0.166753 1.577813 -1.134766

Forces on the atoms, in the same order (eV/Å):
N -4.699 1.098 -0.970
C 8.718 -1.791 0.607
C -7.178 1.153 2.662
O 3.140 -0.376 -5.364
C -11.177 0.784 -0.834
N 11.899 0.557 1.049
H 1.299 -0.996 -1.578
H -2.002 -0.430 4.429

As for the HOMO-LUMO gap: 11.09 eV. The charge is 0. As for the SMILES: N#CC(O)C#N. Its energy above the lowest of the compared OMol25 structures with the same formula, charge and spin is 75.8 kcal/mol.

Mulliken atomic charge list, values in e, 2 entries: number 1, N, carries -0.361; number 2, C, carries 0.062

[4]
Molecular formula: C3H2N2O
Method: DFT, ωB97M-V with the def2-TZVPD basis set

Cartesian coordinates (Å):
H1 2.869445 -0.982115 -0.813066
N1 2.259699 -0.795730 0.090974
N2 1.182173 -0.307375 -0.221998
C1 0.192156 0.385768 0.268846
C2 -1.165329 0.419684 0.026564
C3 -2.375550 0.090041 -0.183733
O1 -3.556965 -0.044379 -0.135653
H2 0.594372 1.234104 0.968069

Forces on the atoms, in the same order (eV/Å):
H -1.499 0.584 1.656
N 0.272 -0.527 -0.615
N 1.691 -0.892 -2.657
C -2.516 2.772 2.564
C 2.816 -0.736 -0.060
C -1.895 0.155 1.151
O 1.703 -0.084 -0.720
H -0.572 -1.272 -1.318

As for the HOMO-LUMO gap (alpha / beta): 7.21 / 7.21 eV. The charge is 0. As for the SMILES: [H]/N=N/C=C=C=O. Its energy above the lowest of the compared OMol25 structures with the same formula, charge and spin is 86.4 kcal/mol.

Mulliken atomic charge list, values in e, 2 entries: number 1, H, carries 0.279; number 2, N, carries -0.534